Formula: C18H52InN2Na3O11P
Source: OMol25
Level of theory: wB97M-V/def2-TZVPD

Geometry as XYZ:
```
88
Properties=species:S:1:pos:R:3:forces:R:3:lowdin_spin:R:1
H -12.561452 30.291199 5.790421 0.662 -0.344 0.257 0.000
H -10.525624 31.602430 7.396499 0.352 -0.943 -0.515 0.091
H -8.797345 33.390125 6.625116 -0.202 -0.095 0.039 0.006
Na -16.159733 32.569631 7.983540 -0.430 -0.249 -0.715 0.002
H -12.723158 29.225414 12.048796 -0.347 -0.875 -0.195 0.000
H -13.696151 31.670891 7.046132 -0.427 0.430 -0.991 0.000
H -11.945576 30.328388 8.671109 0.604 0.037 0.023 0.003
H -8.961131 37.239790 9.532075 -0.308 0.260 -0.267 0.000
O -15.505393 33.348002 9.919337 -1.362 -0.595 0.622 0.039
H -11.585797 30.118463 11.220856 0.338 0.540 -0.625 0.001
C -12.222974 29.245302 11.080537 -0.470 0.826 -0.407 0.002
H -15.237808 39.672455 11.502660 0.032 0.586 0.732 0.000
O -15.164419 37.704047 11.207742 0.580 -0.565 -0.070 0.010
H -13.331962 35.879358 7.656330 -1.448 -1.781 1.004 -0.007
N -14.212465 31.175451 7.758917 0.474 0.618 0.283 0.000
C -12.647450 38.481920 5.896746 -0.551 -0.504 0.646 -0.018
C -17.238633 35.359760 6.586647 -2.496 0.311 0.754 -0.003
H -9.118814 34.137989 8.245924 0.254 0.108 -0.183 0.007
C -10.981202 36.591266 9.996808 0.184 0.492 0.195 -0.002
C -15.812799 38.555431 13.350113 0.036 -0.603 -2.101 0.067
H -12.115055 38.887407 6.757129 0.008 0.131 0.060 -0.006
P -14.199892 34.023255 9.447229 -2.406 0.454 0.477 0.004
H -14.169586 36.854674 5.695519 -0.592 -0.614 -0.359 -0.067
H -11.665288 32.639616 9.232826 -3.439 0.464 0.967 0.006
H -12.096944 33.728350 3.087545 0.202 -0.560 -0.144 0.000
H -13.847092 38.873011 12.317998 0.105 0.089 0.294 0.000
H -13.720584 31.616150 8.523078 -0.333 -0.283 0.687 0.000
N -15.542166 37.211769 13.916996 1.450 2.526 -0.105 0.590
O -12.760292 36.479845 7.172374 0.474 1.508 -1.678 -0.588
In -16.301093 34.811441 12.132296 0.626 0.308 -1.146 0.115
H -16.889569 38.571745 13.181585 0.095 0.413 -0.556 0.007
H -15.835918 35.624830 7.803351 0.207 0.038 0.375 0.000
C -13.364325 29.632326 6.121134 -0.790 -0.074 0.212 0.001
H -16.371113 39.476880 15.122571 0.287 0.275 0.385 0.000
C -9.075221 33.216875 7.664770 -0.097 -0.728 0.376 0.070
O -10.731031 32.428331 9.168633 2.271 -0.541 -1.505 0.612
H -12.013638 28.558886 8.483127 -0.373 -0.149 -0.008 0.001
H -14.581370 39.425648 15.041909 0.111 -0.680 -0.054 0.002
O -14.181038 34.028473 5.548556 1.123 0.174 -0.081 -0.047
H -9.124182 36.356182 10.962662 -0.031 -0.064 0.327 0.000
H -19.055842 36.674396 6.458287 0.244 -0.006 0.217 0.000
H -19.260621 35.253920 7.538005 0.430 0.208 0.253 0.000
H -9.608018 38.029436 10.977954 -0.420 0.031 -0.197 0.000
H -11.275596 33.186331 7.327294 -0.445 -0.128 0.129 0.013
H -12.589754 36.029989 10.683764 -1.316 -0.087 0.550 0.000
H -13.300972 28.611858 5.743322 0.702 -0.033 0.445 0.000
C -12.602014 29.458237 8.664976 -1.419 1.280 0.474 0.006
H -17.134588 34.296797 6.804309 0.155 -0.567 -0.814 -0.001
H -13.549511 38.048251 9.838215 0.318 0.053 0.766 0.000
C -14.910909 38.813161 12.088192 -1.615 -1.338 -0.467 0.001
C -12.876462 34.179508 4.959495 -1.440 0.258 -0.775 -0.011
C -15.502268 39.513215 14.465393 -0.377 0.892 1.687 0.097
O -13.224725 29.455705 10.022339 1.459 -0.135 -0.241 0.009
H -11.877721 38.062950 5.248603 -0.214 -0.068 -0.223 -0.005
H -14.822193 37.065857 9.243174 -0.651 -0.007 0.428 0.000
C -14.629631 37.914988 9.898918 0.030 0.370 -0.228 0.000
H -12.698959 35.222563 4.697552 0.145 0.434 0.326 -0.009
H -14.532309 37.212179 13.900058 0.823 -1.279 -0.147 0.010
H -10.873054 35.619175 9.515724 0.260 -0.256 -0.690 0.001
C -18.789223 35.631669 6.630703 0.823 -0.502 -1.318 0.000
O -16.710308 36.006685 7.697456 0.716 1.150 1.245 -0.013
O -11.808314 36.365350 11.129290 0.701 -0.071 0.379 -0.002
H -14.183493 34.473896 6.398961 -0.220 -0.322 0.290 0.000
O -13.906927 34.986642 10.590772 0.513 1.050 0.078 0.008
H -19.272339 35.064211 5.835288 0.043 0.033 -0.209 0.000
H -12.008299 33.807141 5.503314 -0.164 -0.023 0.745 0.000
Na -14.438921 31.426868 10.966539 -0.240 -0.550 -0.559 0.003
C -13.582176 37.376353 6.451100 3.116 1.278 0.201 -0.146
C -13.735016 29.812887 7.627898 0.724 -2.176 -0.548 0.001
H -15.810015 37.148590 14.888777 -0.938 -0.740 0.510 0.015
H -14.176813 30.009423 5.500041 -0.509 0.159 0.351 0.000
Na -12.007273 33.881260 11.489569 0.138 0.654 0.155 0.002
O -14.466824 34.613417 8.009262 1.937 -0.498 2.732 0.002
C -10.488013 32.609410 7.812050 0.946 1.511 0.516 0.156
C -12.953142 33.425701 3.690386 0.588 -0.235 -0.992 -0.003
H -11.530554 37.255168 9.329314 0.165 0.167 -0.343 -0.002
H -15.403097 40.534721 14.098259 -0.324 0.088 -0.597 0.025
H -8.388486 32.512477 8.134152 0.332 0.263 -0.128 0.002
H -13.159385 39.310794 5.407893 -0.180 -0.322 -0.098 0.000
C -9.637622 37.119706 10.378270 1.092 -0.432 0.279 -0.001
H -12.945785 32.364175 3.937802 0.031 -0.092 -0.494 -0.001
H -15.047657 38.832782 9.485376 -0.314 -0.038 -0.193 0.000
H -13.822789 33.678039 3.083637 -0.137 -0.044 0.319 0.000
O -13.177991 32.873777 9.608277 2.480 0.063 -0.259 0.005
H -14.519913 29.098249 7.875521 -0.266 0.078 -0.152 0.000
H -16.668968 35.687007 5.716878 -0.570 -0.392 -0.538 -0.001
H -11.530093 28.421631 10.908548 -0.529 -0.315 0.003 0.000
H -14.289599 37.679443 7.222983 -0.995 0.299 0.122 -0.058
```
Positions in Å, forces in eV/Å.

Values from the calculation:
Expectation value of S²: 1.769
HOMO-LUMO gap (alpha / beta), eV: 3.97 / 3.48
Lowest unoccupied orbital energy (alpha / beta), eV: -15.063 / -15.663
E, Eh: -2671.0798
Charge: +4
Multiplicity: 2